No. 1
Here is a molecular structure, C16H41CaO10V from the Open Molecules 2025 dataset. Energies are from wB97M-V/def2-TZVPD.

Its charge is +2. The HOMO-LUMO gap is 0.08598 Eh.

Last column: Löwdin charge in e.
Atoms and positions in Å:
O1 2.18 -5.36 -1.21  -0.18
V1 3.14 -4.07 -1.38  1.25
O2 3.60 -3.60 0.10  -0.21
Ca1 4.53 0.78 -4.09  1.79
O3 -0.58 -0.11 -1.98  0.16
C1 0.69 -0.48 -2.05  -0.91
O4 1.03 -1.64 -1.84  -0.04
O5 1.56 0.35 -2.30  -0.06
H1 -0.87 -1.01 -1.79  0.12
C2 -0.58 -4.47 2.30  -0.04
C3 -1.81 -3.96 3.05  -0.55
C4 -1.52 -2.79 3.98  -0.05
O6 -2.78 -3.50 2.22  -0.04
H2 -0.83 -5.38 1.75  0.08
H3 0.21 -4.68 3.02  0.08
H4 -0.27 -3.70 1.59  0.07
H5 -2.21 -4.77 3.67  0.14
H6 -1.33 -1.87 3.42  0.08
H7 -0.63 -3.05 4.55  0.07
H8 -2.28 -2.65 4.76  0.08
H9 -3.51 -3.27 2.80  0.10
C5 -2.91 -5.51 -2.16  -0.07
C6 -3.86 -4.38 -2.30  -0.49
C7 -5.29 -4.53 -1.72  -0.04
O7 -3.32 -3.34 -1.50  -0.08
H10 -3.16 -6.44 -2.67  0.08
H11 -2.86 -5.73 -1.09  0.08
H12 -1.91 -5.23 -2.48  0.07
H13 -3.96 -4.13 -3.35  0.14
H14 -5.84 -3.60 -1.64  0.08
H15 -5.14 -4.85 -0.68  0.08
H16 -5.87 -5.27 -2.26  0.08
H17 -3.44 -3.56 -0.57  0.07
C8 -3.49 1.92 1.17  -0.07
C9 -4.40 1.96 -0.05  -0.48
C10 -5.77 2.75 0.13  -0.03
O8 -3.69 2.56 -1.12  -0.06
H18 -4.02 1.44 1.99  0.07
H19 -3.41 2.98 1.44  0.08
H20 -2.51 1.45 1.09  0.07
H21 -4.66 0.94 -0.31  0.12
H22 -5.73 3.83 0.01  0.08
H23 -6.24 2.53 1.09  0.07
H24 -6.42 2.38 -0.67  0.07
H25 -3.04 1.93 -1.42  0.07
C11 1.92 2.22 2.84  -0.05
C12 3.00 2.63 1.90  -0.54
C13 4.14 1.62 1.79  -0.06
O9 2.56 3.05 0.63  -0.04
H26 1.39 1.36 2.44  0.08
H27 1.19 3.02 3.00  0.09
H28 2.39 1.95 3.79  0.09
H29 3.40 3.54 2.33  0.14
H30 3.80 0.71 1.29  0.06
H31 4.55 1.36 2.76  0.09
H32 4.89 1.87 1.04  0.06
H33 2.19 2.27 0.21  0.08
C14 4.88 6.09 -2.91  -0.04
C15 5.80 4.92 -2.53  -0.47
C16 6.58 5.16 -1.23  -0.04
O10 5.07 3.71 -2.29  -0.12
H34 4.15 6.23 -2.11  0.09
H35 4.46 5.97 -3.91  0.08
H36 5.45 7.02 -2.94  0.09
H37 6.50 4.74 -3.35  0.13
H38 7.11 4.23 -1.02  0.08
H39 5.98 5.47 -0.37  0.09
H40 7.29 5.99 -1.33  0.09
H41 4.52 4.00 -1.56  0.08

=====

No. 2
Here is a molecular structure, C35H55N4OP2Pb from the Open Molecules 2025 dataset. Energies are from wB97M-V/def2-TZVPD.

Its charge is +3. The HOMO-LUMO gap (alpha / beta) is 0.18684 / 0.24015 Eh.

Last column: Löwdin charge in e.
Atoms and positions in Å:
C1 -0.01 0.44 -2.71  -0.31
C2 -0.13 2.08 -1.03  -0.31
C3 -0.08 1.40 -3.72  0.03
C4 -0.05 3.09 -2.03  0.03
C5 -0.03 2.75 -3.37  0.01
H1 -0.16 1.06 -4.75  0.14
H2 -0.06 4.13 -1.71  0.14
H3 0.02 3.51 -4.14  0.14
N1 0.09 0.77 -1.42  -0.01
P1 0.72 -2.18 -1.93  1.04
P2 -0.73 1.88 1.90  1.20
C6 -0.12 -1.04 -3.10  -0.24
H4 -1.19 -1.31 -3.16  0.09
H5 0.28 -1.17 -4.11  0.09
C7 0.13 -2.04 3.05  -0.06
O1 -0.13 -2.40 4.11  0.11
C8 -0.49 2.50 0.28  -0.22
H6 -0.38 3.60 0.35  0.10
C9 -2.37 2.89 2.28  -0.61
C10 0.71 2.52 3.08  -0.63
C11 -0.30 -3.79 -1.81  -0.67
C12 2.41 -2.32 -2.75  -0.67
C13 -3.19 1.91 3.12  -0.08
H7 -2.70 1.67 4.07  0.09
H8 -4.18 2.34 3.34  0.12
H9 -3.34 0.97 2.57  0.03
C14 -2.19 4.22 3.01  -0.06
H10 -1.71 4.12 3.99  0.08
H11 -1.64 4.95 2.40  0.09
H12 -3.19 4.64 3.18  0.12
C15 -3.09 3.21 0.96  -0.09
H13 -4.10 3.58 1.18  0.12
H14 -2.57 3.97 0.37  0.09
H15 -3.18 2.31 0.33  0.04
C16 0.26 2.24 4.52  -0.07
H16 0.07 1.17 4.68  0.09
H17 1.07 2.55 5.20  0.12
H18 -0.64 2.79 4.81  0.07
C17 1.99 1.72 2.80  -0.12
H19 1.86 0.64 2.95  0.05
H20 2.37 1.89 1.78  0.06
H21 2.77 2.06 3.50  0.12
C18 1.03 4.00 2.85  -0.05
H22 0.20 4.67 3.08  0.07
H23 1.86 4.27 3.51  0.12
H24 1.35 4.18 1.81  0.09
C19 3.31 -3.19 -1.85  -0.07
H25 4.28 -3.31 -2.35  0.11
H26 3.48 -2.71 -0.88  0.06
H27 2.89 -4.19 -1.68  0.08
C20 3.02 -0.91 -2.85  -0.07
H28 2.44 -0.25 -3.51  0.08
H29 3.11 -0.43 -1.87  0.04
H30 4.03 -0.99 -3.27  0.12
C21 2.33 -2.91 -4.17  -0.06
H31 3.32 -2.81 -4.63  0.11
H32 2.08 -3.98 -4.17  0.07
H33 1.62 -2.39 -4.81  0.08
C22 -1.77 -3.50 -2.15  -0.09
H34 -1.90 -3.29 -3.22  0.10
H35 -2.37 -4.39 -1.92  0.11
H36 -2.17 -2.67 -1.56  0.05
C23 -0.20 -4.30 -0.36  -0.10
H37 -0.62 -3.59 0.37  0.04
H38 -0.77 -5.24 -0.27  0.11
H39 0.85 -4.51 -0.07  0.09
C24 0.22 -4.88 -2.76  -0.08
H40 0.14 -4.58 -3.81  0.09
H41 1.25 -5.19 -2.53  0.08
H42 -0.42 -5.77 -2.63  0.11
Pb1 0.60 -0.80 0.47  1.15
N2 -1.74 -0.31 0.45  0.03
C25 -2.83 0.15 0.34  -0.06
C26 -4.33 -0.26 0.21  -0.55
C27 -5.24 0.94 -0.03  -0.05
C28 -4.48 -1.21 -0.98  -0.04
C29 -4.77 -0.99 1.48  -0.02
H43 -5.23 1.62 0.84  0.08
H44 -4.93 1.48 -0.93  0.10
H45 -6.27 0.61 -0.17  0.12
H46 -4.01 -2.18 -0.78  0.08
H47 -5.55 -1.41 -1.19  0.12
H48 -4.04 -0.77 -1.89  0.10
H49 -5.81 -1.35 1.38  0.12
H50 -4.13 -1.87 1.66  0.10
H51 -4.73 -0.34 2.36  0.08
N3 6.75 2.83 -0.63  0.20
C30 6.19 1.91 -0.15  -0.15
C31 5.51 0.78 0.43  -0.18
C32 6.18 -0.13 1.26  0.03
C33 5.48 -1.20 1.80  0.00
C34 4.12 -1.32 1.49  -0.14
N4 3.48 -0.46 0.69  -0.06
C35 4.15 0.59 0.17  -0.12
H52 7.25 0.03 1.46  0.15
H53 5.95 -1.93 2.44  0.13
H54 3.53 -2.15 1.91  0.12
H55 3.59 1.28 -0.46  0.13

=====

ΔE to the lowest compared entry with this formula, charge and spin (kcal per mole)
167.7, 18.7